The following is a quantum chemistry calculation of a 12-piece molecular cluster, C58H69N7O20 overall at a distorted geometry, from OMol25.

Calculated values
* HOMO energy: -9.2 eV
* max |F|: 4.758 eV/Å
* HOMO-LUMO gap: 7.764 eV

Structure (ORCA input):
```
! wB97M-V def2-TZVPD RIJCOSX def2/J DEFGRID3
* xyz 0 1
O -8.160 2.532 1.383
C -7.578 2.186 0.332
C -6.220 2.448 -0.014
C -5.678 1.934 -1.112
O -4.455 2.267 -1.444
C -6.473 1.106 -2.071
O -5.962 0.752 -3.092
C -7.829 0.812 -1.772
C -8.386 1.306 -0.652
O -9.652 1.189 -0.346
H -5.645 3.149 0.659
H -4.285 1.828 -2.306
H -8.350 0.032 -2.413
H -9.818 1.439 0.543
O 3.949 -0.338 -3.753
C 4.511 -1.402 -3.683
C 5.632 -1.798 -4.468
C 6.144 -3.008 -4.305
O 7.218 -3.473 -4.852
C 5.651 -4.009 -3.286
O 6.302 -5.000 -3.128
C 4.730 -3.515 -2.281
C 4.144 -2.343 -2.533
O 3.106 -1.966 -1.790
H 6.115 -1.090 -5.087
H 7.377 -4.378 -4.446
H 4.332 -4.193 -1.551
H 2.880 -1.027 -2.030
O -2.622 5.882 5.943
C -2.569 5.090 5.059
C -3.671 4.424 4.393
C -3.458 3.556 3.385
O -4.409 2.972 2.662
C -2.078 3.424 2.782
O -1.973 2.765 1.760
C -0.915 4.031 3.370
C -1.128 4.773 4.464
O -0.167 5.437 5.073
H -4.673 4.783 4.620
H -3.928 2.485 1.943
H 0.063 3.798 2.971
H -0.413 5.787 5.916
O -1.836 0.189 -8.053
C -1.337 0.314 -6.938
C 0.007 -0.086 -6.645
C 0.445 0.199 -5.410
O 1.659 -0.154 -4.921
C -0.305 1.080 -4.443
O 0.268 1.520 -3.463
C -1.679 1.439 -4.724
C -2.185 1.110 -5.928
O -3.379 1.556 -6.366
H 0.591 -0.560 -7.369
H 1.808 0.231 -4.036
H -2.277 2.122 -4.087
H -3.555 1.300 -7.322
O 2.108 0.994 8.680
C 1.131 1.071 7.958
C -0.208 1.400 8.372
C -1.127 1.399 7.363
O -2.405 1.688 7.589
C -0.765 1.176 5.905
O -1.593 1.346 5.048
C 0.609 0.779 5.551
C 1.467 0.673 6.544
O 2.708 0.210 6.362
H -0.427 1.474 9.459
H -3.037 1.693 6.776
H 0.805 0.533 4.520
H 3.087 0.497 7.218
C -3.829 -1.656 -4.394
C -3.705 -3.152 -4.113
C -4.997 -3.718 -3.603
C -5.479 -2.967 -2.452
N -5.687 -2.156 -1.655
H -4.770 -1.535 -4.946
H -2.949 -1.381 -4.961
H -3.867 -1.140 -3.456
H -2.935 -3.406 -3.375
H -3.448 -3.671 -5.033
H -5.014 -4.787 -3.420
H -5.806 -3.553 -4.443
C -0.123 -1.184 0.292
C -0.531 -0.065 -0.583
C 0.335 1.196 -0.390
C 1.727 0.898 -0.752
N 2.818 0.572 -0.815
H 0.889 -1.429 -0.007
H -0.755 -2.032 0.224
H -0.087 -0.783 1.353
H -1.504 0.361 -0.330
H -0.523 -0.269 -1.694
H 0.428 1.339 0.653
H -0.035 2.013 -0.940
C 5.535 -2.552 1.710
C 4.436 -1.567 1.309
C 3.184 -1.650 2.209
C 2.477 -2.901 2.003
N 2.031 -3.950 1.742
H 5.141 -3.604 1.823
H 5.951 -2.203 2.649
H 6.314 -2.411 1.044
H 4.095 -1.604 0.270
H 4.806 -0.537 1.363
H 2.460 -0.864 1.960
H 3.435 -1.576 3.267
C -1.337 -5.341 -0.453
C -0.339 -5.794 -1.513
C 0.738 -4.752 -1.900
C 0.172 -3.596 -2.629
N -0.159 -2.712 -3.318
H -0.879 -5.051 0.437
H -1.966 -6.181 -0.190
H -2.027 -4.523 -0.770
H -0.881 -6.094 -2.375
H 0.149 -6.759 -1.161
H 1.540 -5.125 -2.547
H 1.154 -4.212 -1.048
C 3.548 4.369 -0.370
C 3.886 4.494 1.124
C 4.303 3.210 1.827
C 3.160 2.240 2.071
N 2.270 1.625 2.439
H 3.406 5.418 -0.659
H 2.632 3.872 -0.553
H 4.376 3.936 -0.962
H 3.079 4.915 1.700
H 4.718 5.225 1.192
H 4.656 3.467 2.861
H 5.127 2.774 1.237
C -4.625 -0.407 1.978
C -5.894 -0.037 2.710
C -5.884 -0.348 4.293
C -5.151 0.651 5.027
N -4.481 1.356 5.630
H -4.378 -1.491 2.039
H -3.839 0.168 2.473
H -4.593 -0.202 0.898
H -6.778 -0.557 2.279
H -6.063 1.006 2.613
H -5.357 -1.304 4.567
H -6.887 -0.447 4.704
C 8.785 0.405 -2.114
C 7.659 -0.515 -1.558
C 6.387 0.285 -1.419
C 6.637 1.499 -0.539
N 6.884 2.512 -0.119
H 8.909 1.243 -1.355
H 8.384 0.831 -3.045
H 9.788 -0.157 -2.191
H 7.934 -0.897 -0.610
H 7.477 -1.357 -2.260
H 5.516 -0.295 -1.055
H 5.991 0.747 -2.376
*
```

Atom charges from the Löwdin analysis, given in e for atoms 1 to 5: 0.071, -0.284, 0.045, -0.252, 0.126

The following is a quantum chemistry calculation of C34H33N6O5Zn as an isolated structure, from OMol25.

Calculated values
* HOMO energy: -4.0 eV
* max |F|: 0.525 eV/Å
* HOMO-LUMO gap: 6.376 eV

Structure (ORCA input):
```
! wB97M-V def2-TZVPD RIJCOSX def2/J DEFGRID3
* xyz -1 1
Zn 1.084 0.539 0.265
C 0.061 4.557 -1.067
C 0.948 3.432 -0.589
O 0.576 2.264 -0.943
C 2.082 3.748 0.148
C 3.047 2.792 0.602
C 4.385 3.276 1.093
N 2.801 1.521 0.549
N 3.857 0.647 0.838
C 3.513 -0.581 0.560
O 2.379 -1.001 0.093
C 4.577 -1.611 0.776
C 5.612 -1.408 1.686
C 6.617 -2.354 1.828
C 6.605 -3.513 1.058
C 5.566 -3.727 0.162
C 4.553 -2.784 0.031
H -0.915 4.468 -0.581
H -0.088 4.476 -2.147
H 0.475 5.540 -0.835
H 2.301 4.792 0.324
H 4.421 4.365 1.103
H 5.177 2.888 0.451
H 4.577 2.887 2.094
H 5.613 -0.495 2.267
H 7.417 -2.190 2.542
H 7.397 -4.246 1.161
H 5.547 -4.629 -0.439
H 3.729 -2.943 -0.654
C -0.935 -1.684 1.676
C -1.252 -0.227 1.978
O -2.229 0.052 2.675
O -0.457 0.655 1.473
H -1.687 -2.327 2.127
H 0.055 -1.929 2.064
H -0.904 -1.838 0.596
N 1.814 -0.177 3.149
C 1.291 0.012 4.154
C 0.542 0.323 5.346
C 0.899 -0.247 6.566
C 0.163 0.053 7.701
C -0.925 0.913 7.617
C -1.279 1.474 6.396
C -0.550 1.181 5.256
H 1.748 -0.916 6.613
H 0.436 -0.388 8.652
H -1.504 1.139 8.504
H -2.134 2.135 6.331
H -0.829 1.583 4.289
C -5.607 -3.984 -3.218
C -5.133 -2.612 -3.632
C -5.013 -2.258 -4.969
C -4.576 -0.994 -5.343
C -4.261 -0.040 -4.383
N -3.860 1.239 -4.832
C -3.298 2.288 -4.121
O -3.527 3.444 -4.429
N -2.486 1.949 -3.071
C -1.663 0.805 -2.925
C -1.174 0.043 -3.970
C -0.284 -0.985 -3.682
C 0.120 -1.176 -2.374
N -0.360 -0.445 -1.364
C -1.260 0.493 -1.634
C -4.385 -0.380 -3.038
C -4.807 -1.650 -2.679
H -6.020 -4.528 -4.067
H -6.377 -3.914 -2.448
H -4.787 -4.576 -2.805
H -5.257 -2.982 -5.739
H -4.477 -0.744 -6.395
H -4.291 1.561 -5.682
H -2.215 2.732 -2.493
H -1.457 0.259 -4.992
H 0.114 -1.606 -4.474
H 0.856 -1.928 -2.106
H -1.650 1.042 -0.782
H -4.157 0.345 -2.268
H -4.890 -1.891 -1.624
*
```

Atom charges from the Löwdin analysis, given in e for atoms 1 to 5: 0.722, -0.040, -0.478, -0.107, -0.044

The following is a quantum chemistry calculation of C15H33ClISi as an isolated structure at a distorted geometry, from OMol25.

Calculated values
* HOMO energy: -2.6 eV
* max |F|: 4.460 eV/Å
* HOMO-LUMO gap: 4.780 eV

Structure (ORCA input):
```
! wB97M-V def2-TZVPD RIJCOSX def2/J DEFGRID3
* xyz -1 1
C -2.379 5.205 -2.679
C -2.499 3.714 -2.090
C -2.528 3.654 -0.493
C -2.834 2.210 0.137
C -2.849 1.001 -0.901
C -3.338 -0.400 -0.305
C -2.713 -0.799 1.113
C -1.714 -2.084 1.013
C -0.369 -1.664 1.773
C 0.553 -2.881 2.236
C 1.410 -3.572 1.075
C 2.045 -2.569 0.004
C 3.625 -2.871 -0.255
C 4.313 -1.483 -0.754
C 5.400 -0.920 0.289
Si 4.640 0.039 1.766
Cl 2.823 1.036 1.210
H -3.062 5.955 -2.152
H -2.648 5.246 -3.861
H -1.266 5.497 -2.609
H -1.724 3.017 -2.542
H -3.518 3.321 -2.443
H -1.502 4.021 -0.120
H -3.283 4.438 -0.132
H -3.807 2.305 0.742
H -1.998 2.012 0.905
H -3.543 1.225 -1.790
H -1.791 0.924 -1.346
H -4.474 -0.410 -0.257
H -3.040 -1.202 -1.076
H -3.593 -1.177 1.755
H -2.252 0.056 1.696
H -2.192 -3.016 1.451
H -1.440 -2.219 -0.092
H -0.697 -1.125 2.737
H 0.148 -0.876 1.140
H -0.166 -3.690 2.633
H 1.217 -2.578 3.106
H 2.297 -4.096 1.593
H 0.809 -4.397 0.579
H 1.504 -2.755 -0.986
H 1.990 -1.471 0.280
H 4.062 -3.128 0.766
H 3.747 -3.682 -1.037
H 3.546 -0.690 -1.031
H 4.869 -1.746 -1.722
H 6.148 -0.228 -0.215
H 5.995 -1.814 0.693
H 5.605 1.093 2.153
H 4.444 -0.796 2.970
I -3.972 4.370 -4.928
*
```

Atom charges from the natural (NBO) analysis, given in e for atoms 1 to 5: -0.678, -0.431, -0.399, -0.410, -0.411

Number 1: calculated total energy -112640.1926 eV. Number 2: calculated total energy -103394.8206 eV. Number 3: calculated total energy -44590.5102 eV.